No. 1
C24H37N3O3S | ωB97M-V with the def2-TZVPD basis set

Values from the calculation:
**Relative energy (zero: lowest compared OMol25 entry of this formula, charge and spin)**: 0.2061 eV
**Highest occupied orbital energy**: -8.053 eV
**E_LUMO**: 0.63 eV

Each line ends with the natural charge from an NBO analysis.
Atoms and positions in Å:
C 9.6473 0.3768 0.2584  -0.63
C 8.1605 0.2143 0.3290  0.00
C 7.3145 1.2116 -0.1480  -0.21
C 5.9444 1.0794 -0.0669  -0.19
C 5.3863 -0.0666 0.5002  -0.06
C 6.2263 -1.0700 0.9805  -0.18
C 7.5960 -0.9248 0.8927  -0.22
H 8.2405 -1.7076 1.2666  0.21
H 5.7972 -1.9583 1.4190  0.22
C 3.9502 -0.1960 0.5831  0.47
N 3.0709 0.6714 0.1697  -0.47
C 1.8497 0.1260 0.4584  0.02
C 2.0431 -1.0970 1.0453  0.28
O 3.3824 -1.2951 1.1278  -0.40
C 1.1138 -2.1318 1.5569  -0.69
H 0.6374 -1.7992 2.4790  0.23
H 1.6674 -3.0446 1.7588  0.23
H 0.3356 -2.3357 0.8216  0.28
C 0.6035 0.8285 0.1007  -0.61
H 0.5611 1.8210 0.5490  0.25
H -0.2825 0.2567 0.3643  0.24
S 0.6259 1.1439 -1.7330  1.29
O -0.6439 1.8237 -2.0372  -1.00
C 0.3419 -0.6278 -2.2354  -0.70
C -0.9530 -1.1586 -1.6585  0.66
O -0.9820 -2.0833 -0.8650  -0.65
N -2.0408 -0.5194 -2.1246  -0.61
C -3.3495 -0.7380 -1.5538  -0.23
H -3.3605 -1.7464 -1.1383  0.22
H -4.0979 -0.6666 -2.3454  0.20
C -3.6540 0.3104 -0.4693  -0.21
N -5.0205 0.2229 -0.0160  -0.48
C -5.3133 -0.8789 0.8828  -0.21
H -4.5169 -1.6198 0.7911  0.20
C -6.6488 -1.5595 0.5412  -0.22
C -6.6352 -2.0948 -0.8861  -0.61
H -7.5985 -2.5318 -1.1391  0.21
H -5.8697 -2.8593 -0.9978  0.20
H -6.4235 -1.2860 -1.5791  0.22
C -6.9268 -2.6811 1.5384  -0.60
H -7.8800 -3.1570 1.3206  0.21
H -6.9609 -2.2957 2.5555  0.20
H -6.1461 -3.4371 1.4846  0.20
H -7.4487 -0.8159 0.6211  0.19
H -5.3480 -0.5595 1.9329  0.18
C -5.6581 1.4877 0.2879  -0.20
H -5.8416 1.9937 -0.6686  0.19
C -4.9165 2.4901 1.2005  -0.24
C -5.7314 3.7810 1.2683  -0.60
H -5.2162 4.5259 1.8707  0.21
H -6.7049 3.5919 1.7165  0.20
H -5.8861 4.1933 0.2738  0.21
C -4.6751 1.9567 2.6102  -0.61
H -3.9974 1.1068 2.5989  0.21
H -4.2277 2.7324 3.2296  0.21
H -5.6134 1.6539 3.0716  0.20
H -3.9454 2.7233 0.7513  0.20
H -6.6303 1.2653 0.7315  0.19
H -2.9220 0.1911 0.3485  0.17
H -3.4994 1.2959 -0.9152  0.20
H -1.8855 0.3944 -2.5414  0.43
H 0.3112 -0.6229 -3.3238  0.25
H 1.1931 -1.2046 -1.8829  0.26
H 5.2836 1.8479 -0.4351  0.23
H 7.7408 2.1014 -0.5885  0.21
H 10.0052 0.9019 1.1449  0.22
H 9.9330 0.9601 -0.6140  0.22
H 10.1434 -0.5900 0.2173  0.22

No. 2
C26H35FeN11O5 | ωB97M-V with the def2-TZVPD basis set

Values from the calculation:
**Spin multiplicity**: 2
**Highest occupied orbital energy (spin up / spin down)**: -9.162 / -8.953 eV
**Charge**: +1
**E_LUMO (spin up / spin down)**: -5.25 / -5.17 eV

Each line ends with the Löwdin spin population.
Atoms and positions in Å:
Fe -0.4853 -0.0769 0.8073  0.92
O -2.2241 -1.1234 4.6794  0.00
C -1.4593 -0.8466 3.7675  0.00
O -1.7281 -0.8928 2.5278  0.00
C -0.0519 -0.3724 4.1280  0.01
C 0.4501 -0.6819 5.3880  0.01
C 1.7395 -0.2505 5.7119  0.00
C 2.4294 0.5210 4.8226  0.01
C 1.8164 0.8420 3.5605  0.01
N 0.5862 0.3273 3.2033  0.01
C 2.4893 1.6810 2.7662  0.01
O 3.1318 2.4321 2.1469  0.01
O 2.0757 0.3495 0.5328  0.00
H -0.1532 -1.2470 6.0779  0.00
H 2.1808 -0.5104 6.6592  0.00
H 3.4108 0.9054 5.0387  0.00
C -0.9065 2.9581 0.6563  0.00
N -0.2855 3.3234 -0.5942  0.00
C 0.4878 4.5486 -0.5887  0.00
C -0.1504 2.4140 -1.5975  0.00
N -0.2471 1.1389 -1.3296  0.00
C -0.5950 0.1904 -2.2857  0.00
C -1.3960 0.4828 -3.3923  0.00
C -1.7464 -0.4981 -4.3012  0.00
C -1.3396 -1.8079 -4.1042  0.00
C -0.6028 -2.1340 -2.9819  0.00
C -0.2136 -1.1559 -2.0672  0.00
N 0.4469 -1.4880 -0.8872  0.00
C 1.3497 -2.4255 -0.7974  0.00
N 2.1462 -2.8763 -1.8098  0.00
C 2.4110 -2.1522 -3.0279  0.00
C 2.6051 -4.2484 -1.8550  0.00
N 1.5840 -3.0117 0.4186  0.00
C 0.5818 -2.9101 1.4526  0.00
C 2.9364 -3.1463 0.9181  0.00
N 0.1581 2.9436 -2.8240  0.00
C 0.9782 2.2498 -3.7857  0.00
C -0.5056 4.1255 -3.3337  0.00
H -1.2521 3.8670 1.1475  0.00
H -0.2078 2.4353 1.3378  0.00
H -1.7657 2.3130 0.4561  0.00
H 1.0318 4.6380 0.3537  0.00
H -0.1573 5.4239 -0.6977  0.00
H 1.2110 4.5347 -1.4012  0.00
H -1.7820 1.4848 -3.5143  0.00
H -2.3604 -0.2416 -5.1516  0.00
H -1.6106 -2.5757 -4.8136  0.00
H -0.3621 -3.1674 -2.7770  0.00
H 2.1980 -1.0935 -2.9115  0.00
H 1.8180 -2.5419 -3.8622  0.00
H 3.4707 -2.2702 -3.2716  0.00
H 2.2019 -4.8089 -1.0177  0.00
H 3.6965 -4.2988 -1.8357  0.00
H 2.2603 -4.7062 -2.7863  0.00
H -0.4085 -2.8058 1.0026  0.00
H 0.7649 -2.0478 2.1093  0.00
H 0.5935 -3.8155 2.0616  0.00
H 3.6556 -3.0071 0.1182  0.00
H 3.0871 -4.1310 1.3614  0.00
H 3.1302 -2.3890 1.6839  0.00
H 1.5606 1.4764 -3.2892  0.00
H 1.6617 2.9769 -4.2324  0.00
H 0.3918 1.7842 -4.5862  0.00
H -1.2950 4.4360 -2.6555  0.00
H -0.9576 3.8951 -4.3017  0.00
H 0.1989 4.9479 -3.4762  0.00
N -4.5288 -0.8063 3.0882  0.00
C -5.1240 0.1567 2.3852  0.00
N -6.2479 0.7251 2.8537  0.00
N -4.6785 0.5835 1.2246  0.00
C -3.5789 0.2713 0.6719  0.00
N -2.6027 0.1343 0.0511  0.00
H -4.7716 -0.9666 4.0520  0.00
H -3.5742 -1.0670 2.8301  0.00
H -6.7035 0.3676 3.6743  0.00
H -6.7343 1.3759 2.2650  0.00
O 3.2188 0.7694 -1.4070  0.00
C 2.6470 0.5663 -0.4400  0.00

No. 3
C5H10O2 | ωB97M-V with the def2-TZVPD basis set

Values from the calculation:
**Relative energy (zero: lowest compared OMol25 entry of this formula, charge and spin)**: 2.8128 eV
**Structure (SMILES)**: C=C(O)C(C)(C)O
**Highest occupied orbital energy**: -8.741 eV
**E_LUMO**: 0.81 eV

Each line ends with the natural charge from an NBO analysis.
Atoms and positions in Å:
C 1.8780 0.5845 -0.5241  -0.69
C 0.9465 -0.3189 -0.1252  0.39
O 1.4375 -1.5728 -0.2616  -0.70
C -0.4892 -0.1913 0.3455  0.17
C -0.7351 1.1816 0.9589  -0.61
C -1.4040 -0.4587 -0.8481  -0.62
O -0.7209 -1.1396 1.3789  -0.70
H 2.8689 0.4252 -0.0928  0.23
H 1.6650 1.5616 -0.9068  0.22
H 2.1523 -1.1478 -0.8580  0.51
H -0.0658 1.3521 1.8075  0.23
H -1.7690 1.2457 1.3111  0.22
H -0.5666 1.9676 0.2166  0.21
H -2.4485 -0.3817 -0.5358  0.22
H -1.2188 -1.4660 -1.2356  0.22
H -1.2118 0.2606 -1.6521  0.21
H -0.3335 -1.9811 1.0986  0.48